A molecular structure, C26H38Ge2N3OS5SeZn, computed with ωB97M-V with the def2-TZVPD basis set.

Kohn-Sham gap (eV): 6.9
Relative energy (zero: lowest compared OMol25 entry of this formula, charge and spin) (kJ/mol): 31.9
2S+1: 1
Total charge: -1

The geometry in XYZ format:
```
77
Properties=species:S:1:pos:R:3:forces:R:3
C 0.820772 0.027494 3.182784 0.036 -0.046 0.026
H -6.110160 -1.960000 -1.882809 -0.001 0.001 0.000
H -1.190267 -4.298747 2.448875 -0.002 -0.002 0.005
C -5.784463 -1.533340 -0.942074 0.003 -0.003 -0.005
C -6.256334 -0.337005 1.080032 0.004 0.000 0.007
C -1.906552 0.541565 -1.918037 -0.011 0.005 -0.017
S 2.518187 -4.915970 -1.736304 0.014 -0.027 0.009
C 2.792063 -2.389567 -2.420521 -0.004 -0.034 0.149
Zn 3.122894 -0.548358 -0.135195 -0.060 0.080 0.075
O 1.895027 1.752405 -0.487261 0.030 0.028 -0.152
H -4.588624 0.008041 2.377908 -0.005 0.004 0.006
H -7.733379 -0.803760 -0.410261 -0.001 0.001 0.000
N 3.190317 3.574525 -0.924118 0.010 0.012 -0.021
H -3.744565 -2.123228 -1.222036 0.008 0.003 0.006
H -2.392092 0.998022 -1.051599 0.004 0.007 0.001
H -0.289760 2.160553 0.024434 0.010 -0.014 -0.012
C -4.452011 -1.628316 -0.568701 -0.018 -0.010 -0.001
H 3.581850 5.248400 0.295811 0.000 0.004 0.001
C -4.925883 -0.441133 1.452284 0.008 0.007 -0.024
H -0.760771 3.683780 0.791387 0.002 -0.005 0.005
H 2.274903 6.816775 -1.112048 -0.001 0.002 0.004
C -3.999228 -1.099798 0.639080 0.008 0.014 -0.006
H -2.814026 -1.125787 3.147296 0.002 -0.004 0.008
H 4.141437 1.772944 -1.376738 0.001 0.007 0.019
C -2.130223 -1.203200 2.300134 -0.036 0.077 -0.019
C 0.949078 5.241801 -0.503787 0.003 0.003 0.006
S 2.091796 -6.047076 -4.459144 0.007 0.011 0.017
H -1.153736 -4.071227 -0.143345 -0.028 0.013 0.002
H -2.647234 -0.110549 -2.385509 -0.011 -0.007 0.012
C 4.392977 2.767897 -1.023477 0.000 -0.005 -0.019
N 3.811036 0.541080 1.308587 0.150 -0.168 -0.008
C 0.444134 -3.028589 3.129196 0.023 0.031 0.019
C -0.382604 3.228504 -0.128702 0.002 0.009 0.015
H -6.955369 0.183251 1.723678 0.001 0.000 0.001
H 5.057521 3.232181 -1.753976 0.001 0.002 0.002
C 2.000836 2.973462 -0.610571 -0.062 -0.016 0.088
C 2.371536 -4.771747 -3.443916 -0.009 -0.026 -0.024
H -2.590359 -3.616221 -2.114206 0.000 0.006 -0.001
C 0.603452 1.473448 2.761386 -0.010 -0.002 -0.035
H 0.258833 -3.488844 -0.988339 -0.047 -0.008 0.024
C -0.102911 -4.331267 2.559301 -0.010 -0.015 -0.019
C -1.506531 -3.534974 -2.218363 0.003 -0.018 -0.018
H -1.161946 -4.454020 -2.698959 0.005 -0.001 0.003
H 4.914195 2.688799 -0.066878 0.004 -0.005 0.009
H 0.167545 -2.913346 4.182976 -0.014 -0.017 -0.006
H 0.030454 5.594949 -0.980624 0.002 -0.001 0.000
N 0.906889 3.792794 -0.470261 0.005 -0.008 -0.013
H 1.040000 1.649664 1.778716 -0.010 0.007 -0.013
C 2.162152 5.741688 -1.257481 -0.001 -0.004 -0.007
C -6.694206 -0.887382 -0.118007 0.000 0.000 0.001
C -0.815610 -3.331851 -0.870373 0.038 -0.006 -0.034
H 0.325163 -4.526126 1.574644 -0.004 0.012 -0.001
H 0.139105 -5.185061 3.197266 0.004 -0.002 -0.002
C 3.383339 5.001714 -0.755860 0.011 -0.006 0.017
H 1.881164 -0.229756 3.121739 -0.003 0.019 0.001
H 4.268851 5.285650 -1.326036 -0.004 0.002 -0.005
H 0.156544 0.454717 -1.239020 -0.012 0.006 0.035
C -0.643822 -0.225650 -1.525373 -0.013 -0.012 -0.011
H 1.535921 -3.028153 3.092387 0.001 -0.005 0.010
C -2.576937 -1.224090 1.027533 0.013 -0.009 0.060
H 0.949655 5.637436 0.520857 0.002 0.002 0.001
Se 4.895966 2.288568 3.414975 0.000 -0.019 -0.077
S 2.989744 -0.649771 -2.388609 0.026 -0.056 -0.023
C 2.763756 -3.226052 -1.355534 0.010 0.127 -0.073
S 2.899015 -2.785487 0.333070 0.010 0.018 -0.047
H -1.103607 3.410893 -0.930989 0.006 0.009 0.009
H -1.678856 1.340462 -2.629601 0.005 -0.008 -0.009
Ge -0.164526 -1.382577 2.232359 0.031 -0.148 0.001
C 4.263024 1.208851 2.147053 -0.125 0.123 0.068
H 1.083723 2.162209 3.460556 0.003 0.008 -0.008
H -0.459920 1.724373 2.711079 -0.002 -0.003 0.010
H 0.536915 -0.120986 4.230697 -0.001 0.019 0.000
H -1.299642 -2.717062 -2.912247 0.005 0.005 0.000
Ge -0.936409 -1.531239 -0.079776 -0.012 0.002 0.014
H -0.252442 -0.786225 -2.377611 0.007 0.028 -0.010
S 2.551075 -3.146463 -3.977614 -0.003 0.007 -0.023
H 2.042162 5.551104 -2.326190 0.001 -0.002 0.000
```
Forces are in eV/Å.